Here is one molecule with the formula C13H13N3O from the OMol25 dataset. Energies are from ωB97M-V/def2-TZVPD.

Results
DFT total energy ... -20209.015 eV
Charge ... 0
LUMO ... 0.4 eV
Relative energy (zero: lowest compared OMol25 entry of this formula, charge and spin) ... 26.0 kcal/mol
Kohn-Sham gap ... 8.08 eV

XYZ file:
```
30
Properties=species:S:1:pos:R:3:forces:R:3:nbo_charge:R:1
O -2.978939 0.974257 -2.572946 0.362 0.811 0.605 -0.652
N 0.190897 2.439785 -0.781486 0.084 2.461 -2.044 -0.537
C -1.895319 1.371564 -2.111017 -1.644 -3.513 -2.547 0.594
C -0.479572 3.216957 -1.682612 1.260 -2.940 3.306 0.306
C 0.030777 1.095472 -0.807172 -1.528 -2.189 -1.076 0.423
C -0.898972 0.440857 -1.641119 -0.160 2.177 2.100 -0.207
C 0.494858 -2.845942 2.054230 -0.787 -0.546 0.031 -0.211
C -0.360814 -3.608229 1.223340 -1.460 -0.917 -0.283 -0.234
C 0.772047 -1.541681 1.673508 0.980 -0.036 1.060 -0.242
C -0.812395 -3.008844 0.022374 -0.056 -0.355 -0.171 -0.179
C 0.357630 -1.010372 0.450626 0.877 1.673 0.197 0.150
C -0.460125 -1.706455 -0.375836 -0.966 -1.421 -0.167 -0.044
N -1.516080 2.667942 -2.350960 0.795 3.086 0.130 -0.563
N 0.756085 0.289258 0.024412 3.410 2.115 1.876 -0.415
C -1.156041 -1.040872 -1.543801 0.091 -0.592 -0.903 -0.431
C 1.655047 1.614436 2.034677 -1.279 0.200 -0.866 -0.645
C 2.026979 0.927436 0.713537 -0.559 0.287 -1.208 -0.212
H -0.209755 4.283085 -1.673469 -0.499 -0.590 -0.466 0.214
H 0.908156 -3.187418 3.034912 -0.678 0.106 -1.033 0.222
H -0.911943 -4.614383 1.509199 1.836 2.038 -0.455 0.227
H 1.313971 -0.974800 2.453722 -0.165 -0.018 -1.035 0.224
H -1.451105 -3.552110 -0.709691 0.304 0.194 0.953 0.211
H -2.143013 3.322491 -2.847459 0.254 -1.097 0.281 0.431
H -2.207865 -1.344007 -1.433838 0.026 0.823 -0.135 0.249
H -0.893860 -1.490098 -2.523370 0.197 -0.042 0.438 0.228
H 0.623695 1.289538 2.279307 0.798 -0.110 0.519 0.222
H 2.385327 1.484408 2.812077 0.113 -0.386 0.475 0.214
H 1.526094 2.684930 1.893894 0.190 0.145 -0.206 0.222
H 2.771593 0.135199 0.831305 -0.459 -0.180 0.142 0.208
H 2.562644 1.687597 0.043656 -1.334 -1.184 0.481 0.228
```
Positions in Å, forces in eV/Å.

Here is a 2-piece molecular cluster, C2H5NS overall from the OMol25 dataset. Energies are from ωB97M-V/def2-TZVPD.

Results
DFT total energy ... -14476.576 eV
Charge ... 0
LUMO (alpha / beta) ... 0.5 / 0.0 eV
Relative energy (zero: lowest compared OMol25 entry of this formula, charge and spin) ... 86.7 kcal/mol
Kohn-Sham gap (alpha / beta) ... 7.72 / 8.12 eV

XYZ file:
```
9
Properties=species:S:1:pos:R:3:forces:R:3:nbo_charge:R:1
C 1.021433 -0.298552 0.010069 -0.073 3.012 -0.800 0.047
C -1.187410 1.167121 -0.323086 0.036 0.608 2.798 -0.541
N 0.607293 -1.444564 0.369653 0.085 -2.524 1.044 -0.797
S 2.275791 0.487444 -0.518926 0.714 -0.038 -0.219 -0.012
H -0.874185 0.880298 -1.235050 0.391 -1.290 -2.868 0.175
H -1.856903 0.701398 0.359432 -0.504 -0.768 -0.136 0.166
H -0.984611 2.169161 -0.057549 0.467 0.896 0.242 0.170
H -0.263962 -1.425167 0.858488 -0.424 -0.595 0.141 0.408
H 1.262558 -2.237137 0.536967 -0.691 0.698 -0.203 0.385
```
Positions in Å, forces in eV/Å.

Here is one molecule with the formula C3H5N2OP from the OMol25 dataset. Energies are from ωB97M-V/def2-TZVPD.

Results
DFT total energy ... -17506.736 eV
Charge ... 0
LUMO (alpha / beta) ... -0.3 / -0.3 eV
Relative energy (zero: lowest compared OMol25 entry of this formula, charge and spin) ... 49.7 kcal/mol
Kohn-Sham gap (alpha / beta) ... 7.82 / 7.82 eV

XYZ file:
```
12
Properties=species:S:1:pos:R:3:forces:R:3:nbo_charge:R:1
C -1.802075 0.231067 -0.223949 0.796 1.291 -0.390 -0.493
C -1.358713 -1.123560 -0.073711 1.073 1.227 0.434 0.382
C -0.919481 1.344604 -0.168329 5.156 -1.630 -0.144 0.143
N 0.643058 1.202834 -0.092732 -6.314 0.421 0.189 -1.007
N 2.481655 -0.459718 0.374107 1.652 -1.570 -1.806 -1.168
O -0.172475 -1.574727 -0.219963 -1.595 0.667 0.436 -0.623
P 1.255677 -0.153625 -0.711637 0.393 -0.332 -0.821 1.355
H -2.896807 0.373544 -0.287946 0.835 0.071 0.337 0.234
H -2.141205 -1.733587 0.384664 0.261 -0.677 -0.334 0.166
H -1.146117 2.428325 -0.105884 -0.399 -1.108 0.051 0.221
H 2.612596 0.197073 1.067086 -0.175 1.701 2.100 0.391
H 3.443885 -0.732232 0.058295 -1.682 -0.060 -0.052 0.400
```
Positions in Å, forces in eV/Å.